# C6H17NO2Si2

A 3-piece molecular cluster, C6H17NO2Si2 overall (ωB97M-V/def2-TZVPD, OMol25).

```
28
Properties=species:S:1:pos:R:3:mulliken_charge:R:1
C -0.600 0.826 -2.116 0.809
C -0.379 2.283 -2.361 -1.020
C 2.193 0.779 3.833 -1.083
C 0.831 -1.872 -0.245 -0.811
C -2.305 -1.882 -0.953 -1.063
C -1.305 -0.352 1.706 -0.900
N -0.681 -0.070 -2.936 -0.577
O 2.652 1.094 0.266 -0.316
O -0.671 0.560 -0.792 -0.241
Si 1.406 1.970 0.959 0.307
Si -0.807 -0.983 -0.084 0.223
H -0.384 2.512 -3.463 0.348
H 0.572 2.724 -1.950 0.171
H -1.295 2.758 -1.872 0.236
H 2.195 1.589 4.483 0.326
H 1.517 -0.057 4.088 0.224
H 3.245 0.643 3.507 0.273
H 1.042 -2.210 -1.256 0.336
H 1.773 -1.398 0.128 0.063
H 1.021 -2.849 0.391 0.344
H -3.020 -0.974 -1.086 0.244
H -2.091 -2.297 -1.982 0.277
H -2.851 -2.552 -0.305 0.415
H -1.603 0.713 1.544 0.329
H -2.145 -1.052 1.931 0.346
H -0.423 -0.169 2.288 0.152
H -0.632 0.116 -4.010 0.236
H 2.744 0.150 0.287 0.351
```

The value obtained for the total energy is -1022.94195 Eh. As for the total charge: 0. The energy relative to the best compared isomer or geometry (same formula, charge and spin) is 105.1 kcal per mole. The gap between HOMO and LUMO comes out at 5.94 eV.



# C2H3Br2N3

A 2-piece molecular cluster, C2H3Br2N3 overall (ωB97M-V/def2-TZVPD, OMol25).

```
10
Properties=species:S:1:pos:R:3:mulliken_charge:R:1
C -1.034 -0.308 -0.712 0.646
C -1.432 0.446 0.294 -0.550
N 0.190 -0.547 -1.233 -0.567
N -1.892 -0.509 3.725 0.067
N -0.861 -0.196 3.925 -0.063
Br -2.253 -1.569 -1.472 -0.181
Br -3.177 0.453 1.035 -0.118
H -0.747 1.367 0.449 0.306
H 0.976 -0.200 -0.802 0.214
H 0.538 -1.462 -1.312 0.247
```

The value obtained for the total energy is -5390.29306 Eh. As for the total charge: 0. Its structure (SMILES) is N/C(Br)=C/Br.N#N. The energy relative to the best compared isomer or geometry (same formula, charge and spin) is 19.5 kcal per mole. The gap between HOMO and LUMO comes out at 9.41 eV.



total charge of number 2 (C2H3Br2N3)? 0